--- i ---
A cluster of 11 separate species, C4H29NO12S in total. Source: OMol25; level of theory: ωB97M-V/def2-TZVPD.

Structure (XYZ):
```
47
Properties=species:S:1:pos:R:3:lowdin_charge:R:1
O 0.44604 -0.21175 -2.12838 0.052
C 0.21839 0.68067 -1.34794 -0.235
C -0.76785 0.55431 -0.18358 -0.357
C -0.16162 1.16615 1.08926 -0.504
S -0.56977 2.93226 1.32476 0.725
N -1.19817 -0.82904 0.13547 0.004
C -1.91360 -1.54930 -0.92950 -0.240
O -1.32157 -2.78465 -1.30142 -0.086
H 0.76512 1.63071 -1.42110 0.119
H -1.65992 1.07891 -0.48937 0.116
H -0.58341 0.68140 1.96853 0.050
H 0.91759 1.02292 1.12929 0.076
H 0.41969 3.46996 0.58984 -0.166
H -0.46382 -1.43072 0.46433 0.090
H -2.92860 -1.76387 -0.60250 0.116
H -1.96597 -0.92771 -1.81112 0.114
H -1.20471 -3.40900 -0.52522 0.070
O 1.31493 -3.21270 -1.33533 -0.076
H 0.40591 -2.87245 -1.44862 0.004
H 1.77347 -2.88971 -2.13321 0.079
O 0.78384 -2.81484 2.71229 -0.084
H 0.03753 -2.38568 3.24769 0.048
H 1.24460 -3.36776 3.34725 0.076
O 2.28380 -1.61955 0.67880 -0.120
H 1.95610 -2.17764 -0.07854 -0.010
H 1.80889 -1.94190 1.48578 -0.008
O -3.10893 -0.50683 2.77636 -0.070
H -2.65445 -0.66000 1.91289 0.038
H -3.20089 0.46594 2.85018 0.076
O -1.55129 1.78080 -2.76032 -0.085
H -1.15890 2.67449 -2.83862 -0.004
H -1.38267 1.35595 -3.63820 0.082
O -0.37598 -4.37178 0.75460 -0.062
H 0.37254 -4.61917 0.19796 0.044
H 0.00382 -3.83813 1.49276 0.014
O 1.86227 4.74545 -1.60367 -0.081
H 2.58812 4.07514 -1.43279 0.021
H 2.33392 5.42840 -2.08105 0.052
O 3.87713 2.94789 -1.14589 -0.077
H 3.84393 2.01146 -0.77158 0.105
H 4.77469 3.26832 -0.89777 0.079
O -0.47920 4.25861 -2.98792 -0.042
H -1.07483 4.88170 -2.65733 0.025
H 0.37179 4.43228 -2.51408 0.020
O -1.16283 -1.73196 4.32197 -0.082
H -1.84244 -1.22303 3.77915 0.028
H -1.67267 -2.40451 4.80582 0.070
```

- 2S+1: 1
- Charge: 0
- E_LUMO: 0.071 eV
- Structure (SMILES): O=C[C@H](CS)NCO.O.O.O.O.O.O.O.O.O.O


--- ii ---
A cluster of 11 separate species, C4H29NO12S in total. Source: OMol25; level of theory: ωB97M-V/def2-TZVPD.

Structure (XYZ):
```
47
Properties=species:S:1:pos:R:3:lowdin_charge:R:1
C 2.40192 -1.19856 2.39765 -0.146
N 1.16955 -0.45679 2.53484 -0.055
C 0.06935 -0.79954 1.66340 -0.320
C -1.10623 -0.13062 2.34120 -0.526
S -2.75662 -0.06435 1.62285 0.774
C 0.23703 -0.05021 0.33214 -0.525
O -0.27801 0.97060 -0.05396 0.091
O 1.15263 -0.70614 -0.36445 0.018
H 3.23936 -0.87663 2.98192 0.069
H 2.23277 -2.32517 2.39454 0.091
H 3.00608 -1.49060 1.48081 0.079
H 1.44465 0.54431 2.45827 0.106
H 0.00010 -1.88642 1.76749 0.138
H -0.76474 0.89463 2.66094 0.096
H -1.18385 -0.66936 3.28621 0.076
H -2.45132 0.39343 0.49534 -0.221
H 1.28231 -0.53425 -1.36992 0.119
O -2.92064 2.42648 -2.26627 -0.009
H -2.82451 3.26498 -1.85490 0.029
H -2.07301 2.05591 -2.38199 -0.018
O -0.44293 -4.38773 1.24318 -0.024
H -0.46761 -4.47792 2.19380 0.056
H -1.13564 -4.80306 0.76473 0.035
O 0.93142 -0.64049 -3.03990 -0.009
H 1.30422 -1.53379 -3.35476 0.143
H 0.06629 -0.64939 -3.28394 -0.054
O 1.10513 2.43773 -2.14481 -0.046
H 0.27186 2.82204 -1.72215 0.088
H 0.70263 1.81126 -2.72650 0.016
O -0.33676 4.16743 0.94325 -0.071
H -0.95360 3.57468 1.41883 0.044
H 0.47296 3.69521 0.93733 -0.062
O 2.97240 1.78925 -0.37055 -0.016
H 2.55351 2.09152 -1.13449 -0.019
H 2.42772 1.06155 0.02333 0.053
O -1.78045 -0.67895 -3.70601 0.002
H -2.37827 0.05343 -3.54569 0.053
H -2.06582 -1.24208 -3.05456 -0.025
O 1.58470 2.57587 1.57223 -0.034
H 1.99162 2.39080 0.72298 -0.024
H 2.25020 2.96658 2.08701 0.055
O 1.63001 -3.43020 -0.86623 -0.050
H 1.00324 -4.00238 -0.35612 0.031
H 1.70152 -2.69534 -0.29279 -0.034
O -1.30879 -1.88100 -1.27836 -0.039
H -0.42129 -1.62165 -1.41192 -0.025
H -1.39446 -2.65457 -0.64440 0.087
```

- 2S+1: 1
- Charge: 0
- E_LUMO: -0.152 eV
- Structure (SMILES): CN[C@@H](CS)C(=O)O.O.O.O.O.O.O.O.O.O.O


Most stable one: i, least stable one: ii.


--- i ---
An isolated molecule of H3N3O2S. Source: OMol25; level of theory: ωB97M-V/def2-TZVPD.

Structure (XYZ):
```
9
Properties=species:S:1:pos:R:3:lowdin_charge:R:1
N -0.62654 1.10466 -0.24738 0.000
N -0.00426 0.06524 0.34108 -0.247
S -0.93259 -1.79998 -0.07647 0.662
N 1.27692 -0.22534 -0.01263 -0.517
O 1.89679 0.73745 -0.48192 0.047
O 1.73245 -1.18049 0.52222 0.032
H -0.55252 1.36055 -1.26489 0.136
H -0.91557 1.85784 0.33836 0.093
H -1.87468 -1.91994 0.88163 -0.205
```

- 2S+1: 1
- Charge: 0
- E_LUMO: -1.131 eV
- Structure (SMILES): NN(S)[N+](=O)[O-]


--- ii ---
A cluster of 2 separate species, H3N3O2S in total. Source: OMol25; level of theory: ωB97M-V/def2-TZVPD.

Structure (XYZ):
```
9
Properties=species:S:1:pos:R:3:lowdin_charge:R:1
N 1.81950 -0.15542 0.24820 0.027
N -0.50480 -0.35965 -0.72887 -0.473
N -0.90663 0.74081 -0.08100 -0.565
O -0.96094 1.78117 -0.65038 0.101
O -1.33306 0.58178 1.04608 -0.028
S -0.91811 -1.74291 -0.26973 0.903
H 2.10455 0.89980 0.21330 0.023
H 2.29185 -0.61914 -0.63124 0.022
H -1.59236 -1.12643 0.85365 -0.010
```

- 2S+1: 1
- Charge: 0
- E_LUMO (spin up / spin down): -2.118 / -0.706 eV


Most stable one: i, least stable one: ii.


--- i ---
A cluster of 2 separate species, C7H11N2O2 in total. Source: OMol25; level of theory: ωB97M-V/def2-TZVPD.

Structure (XYZ):
```
22
Properties=species:S:1:pos:R:3:lowdin_charge:R:1
C 0.86964 0.53970 0.63422 -0.075
C 1.23030 -0.71817 0.24760 -0.275
C 1.37308 -1.19239 -0.99990 -0.096
C -3.27768 0.34616 0.40798 0.073
C -2.06130 -0.40967 0.17999 -0.480
C 1.64856 -1.77700 1.27335 -0.001
C 1.06739 1.86636 -1.48037 0.018
N -1.31280 -1.23268 -0.27557 0.203
N 0.80996 1.69935 0.01000 0.052
O 1.41257 -1.67523 -2.03229 0.310
O -1.90733 0.64017 0.95506 0.043
H 0.84102 0.65542 1.70188 0.160
H -3.60129 1.16208 -0.20526 0.113
H -4.03524 -0.07736 1.04227 0.115
H 1.87000 -2.68506 0.71744 0.090
H 0.86755 -1.89812 2.02561 0.094
H 2.59402 -1.40943 1.84275 0.132
H 1.73183 1.01540 -1.92792 0.125
H 0.04763 2.00620 -1.84649 0.096
H 1.51262 2.80909 -1.75421 0.083
H -1.78301 -1.94524 -0.82092 0.107
H 0.10247 2.28042 0.30480 0.112
```

- 2S+1: 1
- Charge: +1
- E_LUMO: -4.295 eV


--- ii ---
A cluster of 3 separate species, C7H11N2O2 in total. Source: OMol25; level of theory: ωB97M-V/def2-TZVPD.

Structure (XYZ):
```
22
Properties=species:S:1:pos:R:3:lowdin_charge:R:1
C -1.39745 1.44635 -1.34465 0.201
C -0.65605 0.49414 -1.16579 -0.138
C 0.93524 -2.88724 -1.49946 -0.171
C 0.06318 -1.75473 -1.61983 -0.021
C 0.23617 3.24010 1.08362 -0.426
C 0.63772 -3.94448 -2.21866 0.072
C 0.23050 -0.50737 -1.08924 -0.224
N -1.53859 2.20796 3.55640 -0.003
N 1.47018 -0.15780 -0.17038 0.234
O 0.68502 2.29033 0.61425 0.161
O -0.16381 4.19114 1.54265 0.263
H -2.00403 2.33818 -1.39349 0.068
H 1.57419 -2.89882 -0.65632 0.097
H -0.88436 -1.84598 -2.14365 0.144
H -0.30009 -4.10687 -2.80532 0.108
H 1.32606 -4.78074 -2.19589 0.078
H -1.44908 2.22046 4.62740 0.058
H -2.39718 1.71133 3.44193 -0.007
H -1.61768 3.20751 3.33596 0.005
H 1.14345 -0.52783 0.73803 0.178
H 1.80876 0.82008 -0.16423 0.140
H 2.29786 -0.75571 -0.47335 0.182
```

- 2S+1: 1
- Charge: +1
- E_LUMO: -3.946 eV


--- iii ---
A cluster of 2 separate species, C7H11N2O2 in total. Source: OMol25; level of theory: ωB97M-V/def2-TZVPD.

Structure (XYZ):
```
22
Properties=species:S:1:pos:R:3:lowdin_charge:R:1
C -3.21106 0.51485 -0.09988 -0.047
C -0.40664 -1.68297 -0.25172 -0.025
C -1.69124 -1.27737 0.01223 -0.322
C 3.44851 0.17566 0.15943 -0.328
C -3.25909 1.82062 -0.80243 -0.003
C -2.59298 -2.02682 0.89326 -0.045
C 5.55971 1.48646 -0.03571 -0.093
N 0.63283 -2.10511 -0.54411 0.261
N 4.51225 0.56894 -0.04389 0.088
O -2.15767 -0.10900 -0.44771 0.067
O 2.41078 -0.32592 0.21388 0.106
H -3.89042 -0.04572 0.62625 0.167
H -4.29285 1.80753 -1.24571 0.114
H -2.48287 1.94882 -1.70406 0.163
H -3.15360 2.54498 -0.03075 0.082
H -2.89755 -1.32681 1.72478 0.103
H -2.14428 -2.90788 1.33008 0.090
H -3.48047 -2.51373 0.26167 0.154
H 6.49448 0.85074 -0.09931 0.110
H 5.53601 2.10113 0.97509 0.127
H 5.41521 2.35874 -0.69185 0.089
H 1.65093 -1.85710 -0.19955 0.143
```

- 2S+1: 1
- Charge: +1
- E_LUMO (spin up / spin down): -4.546 / -4.548 eV


Most stable one: ii, least stable one: iii.


--- i ---
A structure of composition C19H26N4OS. Source: OMol25; level of theory: ωB97M-V/def2-TZVPD.

Structure (XYZ):
```
51
Properties=species:S:1:pos:R:3:lowdin_charge:R:1
C -2.58725 -0.28256 -2.84787 -0.170
H -2.89790 -1.19983 -3.38651 0.114
O -1.69167 -0.48693 -1.83300 -0.121
C -2.41517 -1.17345 -0.73896 -0.188
C -3.77300 -1.69858 -0.81942 0.066
C -4.38223 -2.15323 0.54635 0.008
C -3.62126 -2.35304 1.77719 0.052
C -2.22108 -1.82810 1.45510 -0.011
C -1.70664 -1.28477 0.32897 -0.275
N -0.30715 -0.89437 0.29755 0.094
C 0.60317 -0.57587 1.23356 -0.683
N 1.39179 0.39684 0.99885 -0.025
C 2.92740 -0.06822 1.25698 -0.157
H 3.31666 1.02089 2.01349 0.217
H 2.98218 -0.81848 1.82770 -0.023
C 3.65047 -0.03325 0.19485 -0.255
N 3.07431 -0.98338 -0.86551 -0.320
C 3.08908 -2.28988 -0.53109 -0.106
H 2.64305 -2.68435 -1.40560 0.086
H 2.68438 -2.38376 0.49157 0.058
H 4.11649 -2.60996 -0.73046 0.090
C 3.40215 -0.46473 -2.10335 -0.169
H 2.92902 -1.03498 -2.90722 0.063
H 4.51991 -0.76686 -2.21618 0.095
H 3.38599 0.66604 -2.73953 0.167
H 4.80558 -0.36992 0.30960 0.193
H 3.86591 0.80791 -0.36747 0.076
C 1.11881 1.65018 0.32922 -0.304
C -0.47434 1.73009 0.66372 -0.211
C -0.96173 1.63730 1.87464 -0.021
C -2.33634 2.06809 1.86281 -0.045
N -3.13159 2.31132 0.76813 0.091
C -2.49120 2.49437 -0.26663 -0.242
C -1.20503 2.05575 -0.53625 0.005
H -0.79634 2.21572 -1.50074 0.108
H -3.12591 2.98201 -1.05571 0.127
H -2.82871 1.88215 2.69226 0.052
H -0.43067 1.38338 2.93277 0.194
C 1.79960 2.78394 0.87682 -0.059
H 1.59360 2.96137 2.03316 0.137
H 2.95344 2.64574 0.76721 0.109
H 1.23294 3.68930 0.63379 0.094
H 1.19586 1.31992 -0.68315 0.135
S 0.84465 -2.05043 2.42535 0.484
H -0.28976 -0.32792 -0.65328 0.171
H -1.42535 -2.03655 2.43826 0.064
H -3.85905 -2.75298 2.55947 -0.015
H -5.23363 -2.50591 0.55395 -0.019
H -4.40927 -1.30436 -1.63087 0.088
H -2.09799 0.26184 -3.59543 0.066
H -3.42621 0.45250 -2.72909 0.116
```

- 2S+1: 1
- Charge: 0
- E_LUMO: 0.434 eV


--- ii ---
An isolated molecule of C19H26N4OS. Source: OMol25; level of theory: ωB97M-V/def2-TZVPD.

Structure (XYZ):
```
51
Properties=species:S:1:pos:R:3:lowdin_charge:R:1
C -1.28653 -1.29788 -2.73266 -0.033
C -0.62545 -0.21313 -1.88817 -0.310
N 0.35931 -0.78594 -1.00374 0.052
C 1.66937 -0.38791 -1.04632 -0.578
O 2.06210 0.47866 -1.79509 0.070
N 2.45402 -1.07576 -0.14888 0.133
C 3.80557 -0.88622 0.14483 -0.227
C 4.35378 -1.63371 1.18620 -0.041
C 5.68798 -1.49957 1.51732 -0.097
C 6.49448 -0.61867 0.81661 -0.106
C 5.95148 0.12523 -0.21708 -0.082
C 4.61772 -0.00203 -0.55869 -0.014
C -1.70339 0.63816 -1.15810 -0.278
C -1.10658 1.66719 -0.24706 -0.441
C -1.40357 2.99678 -0.23633 -0.123
C -0.70731 3.72297 0.75492 -0.186
C 0.10772 2.93365 1.49645 -0.393
S 0.04813 1.29343 0.99146 1.069
N -2.73696 -0.20036 -0.55164 -0.128
C -4.05270 0.40971 -0.54614 -0.166
C -5.09477 -0.64853 -0.19635 -0.191
N -4.81653 -1.20772 1.11184 -0.230
C -5.82670 -2.15763 1.51939 -0.104
C -3.48926 -1.78868 1.11328 -0.189
C -2.46492 -0.70851 0.77850 -0.191
H -1.94890 -0.84846 -3.46621 0.082
H -0.52841 -1.87758 -3.25346 0.081
H -1.87418 -1.95460 -2.09682 0.068
H -0.05872 0.47225 -2.52969 0.150
H 0.08897 -1.59688 -0.47256 0.130
H 1.98571 -1.73089 0.46086 0.138
H 3.72701 -2.32221 1.73760 0.106
H 6.09850 -2.08570 2.32668 0.101
H 7.53724 -0.51377 1.07590 0.097
H 6.57284 0.81562 -0.76822 0.103
H 4.19629 0.57912 -1.36094 0.098
H -2.20936 1.19127 -1.95903 0.147
H -2.09786 3.44861 -0.92318 0.111
H -0.81251 4.78277 0.90316 0.099
H 0.75329 3.20796 2.30673 0.060
H -4.26941 0.80602 -1.54060 0.124
H -4.11726 1.23270 0.18565 0.130
H -6.08630 -0.19010 -0.17633 0.121
H -5.08472 -1.43008 -0.97820 0.127
H -6.79447 -1.65881 1.54340 0.083
H -5.59445 -2.51568 2.52142 0.083
H -5.89552 -3.02503 0.84299 0.087
H -3.28476 -2.19028 2.10879 0.122
H -3.40697 -2.61100 0.37784 0.125
H -1.46097 -1.12982 0.81754 0.093
H -2.53984 0.08308 1.54230 0.120
```

- 2S+1: 1
- Charge: 0
- E_LUMO: 0.449 eV
- Structure (SMILES): C[C@H](NC(=O)Nc1ccccc1)[C@H](c1cccs1)N1CCN(C)CC1


Most stable one: ii, least stable one: i.